A 2-piece molecular cluster, C9H14O overall. Source: the Open Molecules 2025 dataset; level of theory: ωB97M-V/def2-TZVPD.

Positions of all 24 atoms, in Å:
1 C -2.57194 -0.53141 -2.44062
2 C -3.70244 -0.58299 -1.39569
3 H -1.62240 -0.34592 -1.94062
4 H -2.45168 -1.46697 -2.98219
5 H -2.83462 0.26718 -3.14053
6 H -4.62118 -0.98104 -1.80912
7 H -3.91172 0.44811 -1.07989
8 H -3.34657 -1.05537 -0.47691
9 C 0.83647 -2.00108 -1.27173
10 C 2.22444 0.92003 0.76934
11 C 2.10967 -0.28792 0.02088
12 C 1.07518 1.32906 1.45377
13 C 0.93034 -0.96351 -0.19290
14 C -0.11896 0.65167 1.31131
15 C -0.25445 -0.46974 0.42854
16 O 1.16686 2.38578 2.34667
17 H 3.13504 1.46258 0.96707
18 H 3.02975 -0.66902 -0.41364
19 H 0.57954 2.15369 3.08337
20 H -1.00641 1.20461 1.61914
21 H 0.48677 -2.94836 -0.82144
22 H 1.67622 -2.18470 -1.94631
23 H -1.21121 -0.95784 0.29096
24 H 0.03819 -1.75754 -1.99279

Highest occupied orbital energy (spin up / spin down): 0.75 / -3.52 eV
Spin multiplicity: 2
Charge: -1
Frontier orbital gap (spin up / spin down): 0.1085 / 0.2637 Ha
ΔE to the lowest compared entry with this formula, charge and spin: 8.5 kcal/mol
LUMO level (spin up / spin down): 3.70 / 3.65 eV
DFT total energy: -426.510808 Eh

---

A 4-piece molecular cluster, C22H56I2O12P4S overall. Source: the Open Molecules 2025 dataset; level of theory: ωB97M-V/def2-TZVPD.

Positions of all 97 atoms, in Å:
1 C 2.40345 -4.20300 -2.04057
2 C 1.18156 -5.03670 -1.65427
3 I 1.81041 -6.81231 -0.65711
4 C 0.28745 -5.27880 -2.92740
5 I -0.15509 -7.36368 -3.26164
6 P -1.26461 -4.16132 -2.74295
7 C -2.22133 -5.31489 -1.66674
8 S -2.82407 -2.53227 -2.59767
9 H 2.09703 -3.33863 -2.63451
10 H 3.07925 -4.83512 -2.61667
11 H 2.91671 -3.83145 -1.15471
12 H 0.61234 -4.46472 -0.91889
13 H 0.84897 -4.94112 -3.79725
14 H -1.52084 -4.21427 -4.12268
15 H -0.37749 -3.18340 -2.24001
16 H -2.94631 -4.71107 -1.12789
17 H -1.59795 -5.79710 -0.91473
18 H -2.80420 -6.01349 -2.25995
19 H -2.75016 -2.14044 -1.31657
20 O 1.65141 -0.54235 -2.08492
21 P 0.93414 0.65538 -1.57837
22 O 1.48018 1.83741 -2.56932
23 C 1.05327 1.85205 -3.93491
24 C -0.39042 2.30136 -4.08467
25 O 1.78922 0.93765 -0.21329
26 C 2.58237 -0.07677 0.40390
27 C 4.03707 0.05625 0.00265
28 O -0.33232 1.48831 -1.04527
29 C -0.28179 2.54301 -0.06520
30 C 0.56724 3.73411 -0.43532
31 H 1.19700 0.86179 -4.37653
32 H 1.71236 2.54585 -4.45563
33 H -1.07763 1.57133 -3.65094
34 H -0.64411 2.42105 -5.13861
35 H -0.55629 3.24807 -3.57023
36 H 2.19680 -1.06901 0.17332
37 H 2.48434 0.05975 1.48320
38 H 4.14319 0.13838 -1.07855
39 H 4.61552 -0.80185 0.34826
40 H 4.46577 0.96242 0.43347
41 H 0.00599 2.13788 0.90297
42 H -1.31688 2.87325 0.03938
43 H 1.62818 3.49212 -0.44970
44 H 0.41687 4.52664 0.29892
45 H 0.30047 4.11645 -1.41942
46 O 3.23326 -5.37018 2.49535
47 P 3.34620 -4.67207 3.79336
48 O 4.36604 -5.62424 4.64310
49 C 5.74925 -5.65871 4.27880
50 C 6.48678 -4.39429 4.68442
51 O 1.90363 -5.11223 4.41827
52 C 0.84600 -5.48732 3.52110
53 C 0.78911 -6.96883 3.24136
54 O 3.47886 -3.35832 4.70234
55 C 2.83092 -3.17586 5.97423
56 C 3.20262 -4.18089 7.03876
57 H 5.84192 -5.83164 3.20292
58 H 6.18057 -6.51811 4.79069
59 H 6.13451 -3.53202 4.11427
60 H 7.55696 -4.50409 4.50607
61 H 6.32426 -4.17272 5.73893
62 H 0.93592 -4.95337 2.57573
63 H -0.07483 -5.14428 3.99769
64 H 1.76828 -7.34607 2.95039
65 H 0.07860 -7.16349 2.43744
66 H 0.48888 -7.53337 4.12645
67 H 1.75256 -3.12517 5.83748
68 H 3.14353 -2.18418 6.30498
69 H 2.82168 -5.17401 6.81074
70 H 2.77426 -3.86923 7.99272
71 H 4.28378 -4.25704 7.14788
72 O -2.40004 6.34916 -0.72415
73 P -3.84748 6.55048 -0.93223
74 O -4.22249 5.67329 -2.25180
75 C -4.18531 4.24301 -2.17084
76 C -5.35259 3.67671 -1.38219
77 O -3.87029 8.05341 -1.57027
78 C -2.75115 8.93486 -1.46512
79 C -1.91553 8.89769 -2.72809
80 O -5.31540 6.68533 -0.30782
81 C -6.33726 7.57646 -0.79099
82 C -6.76634 7.35283 -2.22191
83 H -3.23378 3.92381 -1.73526
84 H -4.21925 3.87639 -3.19596
85 H -5.28828 3.95449 -0.32795
86 H -5.36200 2.58822 -1.44612
87 H -6.29878 4.06223 -1.76089
88 H -2.15236 8.70297 -0.58637
89 H -3.15400 9.93946 -1.31951
90 H -1.67844 7.87370 -3.01534
91 H -0.98424 9.44935 -2.59394
92 H -2.46700 9.34082 -3.55890
93 H -6.03814 8.60899 -0.62412
94 H -7.19240 7.39722 -0.13759
95 H -5.98227 7.61834 -2.92752
96 H -7.63578 7.97559 -2.43820
97 H -7.02998 6.31016 -2.39545

Highest occupied orbital energy: -8.19 eV
Charge: 0
Frontier orbital gap: 0.3062 Ha
ΔE to the lowest compared entry with this formula, charge and spin: 0.0 kcal/mol
LUMO level: 0.14 eV
DFT total energy: -4133.774713 Eh

---

A 2-piece molecular cluster, H5NO2P2 overall. Source: the Open Molecules 2025 dataset; level of theory: ωB97M-V/def2-TZVPD.

Positions of all 10 atoms, in Å:
1 N 1.76638 -1.15495 0.23705
2 O 1.36600 1.15953 0.31756
3 O -1.21094 -0.41077 0.50298
4 P -2.53166 -0.11871 -0.21284
5 P 1.01077 -0.04722 -0.67825
6 H 1.31155 -2.03056 0.50023
7 H 2.29500 -0.72100 0.98951
8 H 0.99138 2.08587 0.17991
9 H -2.31125 -0.13576 -1.51418
10 H -2.68724 1.37358 -0.32196

Highest occupied orbital energy (spin up / spin down): -7.03 / -7.03 eV
Charge: 0
Frontier orbital gap (spin up / spin down): 0.2257 / 0.2256 Ha
ΔE to the lowest compared entry with this formula, charge and spin: 61.7 kcal/mol
LUMO level (spin up / spin down): -0.89 / -0.89 eV
DFT total energy: -890.891551 Eh